No. 1
The following is a quantum chemistry calculation of 2 unconnected molecules or ions with the total composition C5H14NS, from the Open Molecules 2025 dataset.

Properties
**Total energy**: -651.680667 Eh
**Highest occupied orbital energy (spin up / spin down)**: 4.338 / 0.414 eV
**2S+1**: 2
**ΔE to the lowest compared entry with this formula, charge and spin**: 0.00 kJ/mol
**Net charge**: -2
**HOMO-LUMO gap (spin up / spin down)**: 2.18 / 6.02 eV

Cartesian coordinates (Å):
C  1.743  0.465  1.747
N  1.833  -0.874  1.124
C  0.793  -1.720  1.743
C  1.659  -0.783  -0.326
H  2.176  0.438  2.751
H  0.695  0.802  1.836
H  2.318  1.169  1.142
H  0.671  -2.599  1.105
H  1.101  -2.003  2.753
H  -0.156  -1.186  1.827
H  1.967  -1.738  -0.772
H  2.342  -0.036  -0.747
H  0.643  -0.511  -0.632
C  -2.274  1.686  -2.191
C  -2.268  0.420  -1.333
S  -1.348  0.684  0.222
H  -1.326  1.813  -2.722
H  -2.390  2.563  -1.554
H  -3.070  1.676  -2.955
H  -1.813  -0.390  -1.921
H  -3.296  0.124  -1.097

---

No. 2
The following is a quantum chemistry calculation of a gas-phase ion, C5H14NS (charge +1) at a distorted geometry, from the Open Molecules 2025 dataset.

Properties
**Total energy**: -651.589325 Eh
**Highest occupied orbital energy**: -14.150 eV
**ΔE to the lowest compared entry with this formula, charge and spin**: 60.91 kJ/mol
**Net charge**: +1
**HOMO-LUMO gap**: 11.05 eV
**SMILES**: C[NH2+][C@H](S)C(C)C

Cartesian coordinates (Å):
C  -0.729  -2.669  -0.437
N  -0.061  -1.590  0.284
C  -0.537  0.063  -0.263
S  -0.034  0.162  -1.951
C  0.130  1.053  0.660
C  1.653  0.938  0.648
C  -0.309  2.452  0.203
H  -0.431  -2.654  -1.484
H  -0.450  -3.634  -0.013
H  -1.810  -2.556  -0.361
H  -0.279  -1.614  1.282
H  0.953  -1.622  0.154
H  -1.614  -0.001  -0.145
H  -1.117  -0.399  -2.481
H  -0.247  0.894  1.676
H  2.023  0.828  -0.371
H  2.093  1.843  1.059
H  2.003  0.101  1.250
H  0.152  2.702  -0.750
H  0.001  3.186  0.940
H  -1.390  2.516  0.098

---

No. 3
The following is a quantum chemistry calculation of 2 unconnected molecules or ions with the total composition C5H14NS at a distorted geometry, from the Open Molecules 2025 dataset.

Properties
**Total energy**: -651.551968 Eh
**Highest occupied orbital energy**: -13.221 eV
**ΔE to the lowest compared entry with this formula, charge and spin**: 158.99 kJ/mol
**Net charge**: +1
**HOMO-LUMO gap**: 9.91 eV

Cartesian coordinates (Å):
C  0.177  -2.022  -1.646
C  0.096  -1.710  -0.181
C  -1.232  -1.004  0.072
S  -1.223  -0.212  1.695
H  1.006  -2.690  -1.921
H  0.313  -1.076  -2.210
H  -0.775  -2.528  -2.005
H  0.079  -2.618  0.399
H  0.971  -1.103  0.082
H  -2.025  -1.783  0.043
H  -1.510  -0.192  -0.620
H  -0.823  -1.272  2.405
C  1.480  1.505  -0.271
C  1.962  1.659  -1.498
N  0.209  2.152  0.106
H  1.927  0.904  0.517
H  2.989  1.411  -1.693
H  1.319  1.934  -2.356
H  -0.268  2.448  -0.762
H  -0.361  1.401  0.664
H  0.370  2.926  0.728

---

No. 4
The following is a quantum chemistry calculation of 2 unconnected molecules or ions with the total composition C5H14NS at a distorted geometry, from the Open Molecules 2025 dataset.

Properties
**Total energy**: -651.103082 Eh
**Highest occupied orbital energy (spin up / spin down)**: -18.019 / -17.922 eV
**2S+1**: 2
**ΔE to the lowest compared entry with this formula, charge and spin**: 146.35 kJ/mol
**Net charge**: +2
**HOMO-LUMO gap (spin up / spin down)**: 10.72 / 5.10 eV

Cartesian coordinates (Å):
C  -1.655  -2.243  0.031
S  0.113  -2.108  -0.314
C  0.198  -2.083  -2.129
H  -2.018  -3.104  -0.541
H  -2.214  -1.350  -0.256
H  -1.778  -2.489  1.087
H  1.006  -1.372  -2.324
H  0.356  -3.086  -2.532
H  -0.707  -1.621  -2.538
C  -0.556  2.283  0.231
C  0.647  1.780  0.964
C  1.104  2.142  2.158
N  1.293  0.645  0.301
H  -0.794  3.278  0.609
H  -0.404  2.401  -0.848
H  -1.431  1.639  0.402
H  1.860  1.541  2.650
H  0.552  2.858  2.758
H  1.536  0.829  -0.680
H  0.728  -0.280  0.227
H  2.167  0.339  0.744

---

No. 5
The following is a quantum chemistry calculation of 2 unconnected molecules or ions with the total composition C5H14O, from the Open Molecules 2025 dataset.

Properties
**Total energy**: -274.106845 Eh
**Highest occupied orbital energy**: -10.021 eV
**ΔE to the lowest compared entry with this formula, charge and spin**: 92.45 kJ/mol
**HOMO-LUMO gap**: 11.11 eV
**SMILES**: CCC.COC

Cartesian coordinates (Å):
C  -0.340  -0.589  -1.995
C  0.948  -0.658  -1.176
C  1.653  0.697  -1.107
H  -1.036  0.138  -1.543
H  -0.835  -1.573  -2.035
H  -0.115  -0.266  -3.026
H  0.711  -0.999  -0.150
H  1.631  -1.402  -1.629
H  0.989  1.444  -0.640
H  2.580  0.630  -0.512
H  1.911  1.040  -2.123
C  -1.819  -0.388  1.329
O  -0.994  0.746  1.149
C  0.009  0.792  2.145
H  -2.581  -0.378  0.532
H  -2.331  -0.366  2.306
H  -1.244  -1.326  1.254
H  -0.425  0.863  3.156
H  0.663  -0.096  2.104
H  0.623  1.690  1.961

---

No. 6
The following is a quantum chemistry calculation of 2 unconnected molecules or ions with the total composition C5H14O at a distorted geometry, from the Open Molecules 2025 dataset.

Properties
**Total energy**: -274.113701 Eh
**Highest occupied orbital energy**: -10.271 eV
**ΔE to the lowest compared entry with this formula, charge and spin**: 74.45 kJ/mol
**HOMO-LUMO gap**: 11.25 eV
**SMILES**: CCC.CCO

Cartesian coordinates (Å):
C  1.860  -0.331  -1.438
C  0.716  -1.297  -1.196
C  1.154  -2.606  -0.526
H  1.525  0.603  -1.885
H  2.552  -0.785  -2.160
H  2.456  -0.187  -0.547
H  -0.054  -0.847  -0.571
H  0.260  -1.587  -2.138
H  1.761  -3.207  -1.195
H  1.794  -2.435  0.335
H  0.265  -3.161  -0.252
C  -1.834  2.502  0.849
C  -1.174  1.205  1.299
O  -1.382  0.842  2.668
H  -1.936  3.331  1.556
H  -2.809  2.289  0.403
H  -1.222  2.901  0.031
H  -1.564  0.447  0.603
H  -0.085  1.235  1.230
H  -2.282  1.087  2.934

---

No. 7
The following is a quantum chemistry calculation of 2 unconnected molecules or ions with the total composition C5H14O2 at a distorted geometry, from the Open Molecules 2025 dataset.

Properties
**Total energy**: -349.282922 Eh
**Highest occupied orbital energy**: -9.706 eV
**ΔE to the lowest compared entry with this formula, charge and spin**: 243.85 kJ/mol
**HOMO-LUMO gap**: 10.27 eV
**SMILES**: CC(C)CCO.O

Cartesian coordinates (Å):
C  -2.344  -0.642  0.049
C  -1.281  0.494  0.099
C  -1.242  1.191  -1.222
C  0.073  -0.277  0.252
C  0.820  0.195  1.433
O  1.426  1.514  1.340
H  -2.696  -0.571  -0.980
H  -1.952  -1.710  0.407
H  -3.174  -0.656  0.668
H  -1.442  1.270  0.836
H  -0.778  2.272  -1.143
H  -2.252  1.501  -1.632
H  -0.874  0.833  -2.252
H  -0.112  -1.310  0.183
H  0.807  -0.061  -0.511
H  0.159  0.263  2.405
H  1.837  -0.379  1.476
H  1.304  1.808  0.435
O  2.102  -1.995  -1.483
H  1.846  -3.000  -1.412
H  2.946  -2.173  -1.003

---

No. 8
The following is a quantum chemistry calculation of 3 unconnected molecules or ions with the total composition C5H14O3 at a distorted geometry, from the Open Molecules 2025 dataset.

Properties
**Total energy**: -424.491639 Eh
**Highest occupied orbital energy (spin up / spin down)**: 0.695 / -3.311 eV
**2S+1**: 2
**ΔE to the lowest compared entry with this formula, charge and spin**: 293.41 kJ/mol
**Net charge**: -1
**HOMO-LUMO gap (spin up / spin down)**: 2.53 / 6.49 eV

Cartesian coordinates (Å):
O  -0.833  -0.606  2.740
C  -0.473  -0.714  1.585
C  -0.499  0.568  0.587
C  -1.569  0.360  -0.505
C  -2.083  1.734  -0.957
C  -0.984  -0.357  -1.669
H  0.144  -1.496  1.408
H  -1.050  1.185  1.163
H  0.522  0.935  0.318
H  -2.575  -0.154  -0.059
H  -2.584  2.384  -0.197
H  -2.821  1.575  -1.769
H  -1.183  2.216  -1.205
H  -0.905  0.174  -2.637
H  0.181  -0.624  -1.729
H  -1.597  -1.275  -1.828
H  3.466  -1.244  2.461
H  2.396  -2.271  1.970
O  2.774  -1.868  2.783
H  2.577  -0.006  -1.230
H  3.546  -0.225  -0.144
O  3.552  -0.290  -1.084